(1)
Here is a single C7H15NO3S molecule from the Open Molecules 2025 dataset. Energies are from ωB97M-V with the def2-TZVPD basis set.

The value obtained for the largest force on an atom is 5.80 eV Å⁻¹. Its LUMO energy is 0.6 eV. Its gap between HOMO and LUMO is 9.70 eV. For the total energy, the calculation gives -954.30963 Eh. The calculation puts the energy above the lowest of the compared OMol25 structures with the same formula, charge and spin at 1.4592 eV.

Each line ends with the natural charge from an NBO analysis.
CARTESIAN COORDINATES (ANGSTROEM)
C -3.393 0.609 0.846  -0.63
C -3.112 -0.702 0.090  -0.55
S -1.594 -0.612 -0.897  0.21
C -0.296 -0.338 0.303  -0.39
C 0.069 1.193 0.536  -0.09
N -0.252 2.219 -0.421  -0.87
C 1.638 1.073 0.482  0.10
O 2.108 1.451 -0.779  -0.73
C 1.968 -0.393 0.596  0.06
O 3.268 -0.559 0.236  -0.67
C 0.916 -1.029 -0.230  0.04
O 0.947 -2.402 0.088  -0.72
H -3.137 1.506 0.188  0.21
H -2.789 0.644 1.873  0.21
H -4.521 0.750 1.126  0.22
H -3.953 -0.970 -0.583  0.24
H -3.057 -1.485 0.884  0.22
H -0.512 -0.919 1.196  0.24
H -0.352 1.360 1.495  0.20
H -0.820 3.009 -0.080  0.38
H -0.871 1.786 -1.165  0.38
H 2.110 1.647 1.309  0.16
H 1.689 2.393 -1.060  0.50
H 1.702 -0.814 1.560  0.16
H 3.401 -1.507 0.164  0.47
H 1.101 -0.903 -1.321  0.20
H -0.055 -2.641 -0.378  0.47

(2)
Here is a single C5H14N2 molecule from the Open Molecules 2025 dataset. Energies are from ωB97M-V with the def2-TZVPD basis set.

The value obtained for the largest force on an atom is 5.15 eV Å⁻¹. Its LUMO energy is 1.1 eV. Its gap between HOMO and LUMO is 9.17 eV. For the total energy, the calculation gives -308.33640 Eh. The calculation puts the energy above the lowest of the compared OMol25 structures with the same formula, charge and spin at 2.3582 eV.

Each line ends with the natural charge from an NBO analysis.
CARTESIAN COORDINATES (ANGSTROEM)
C 3.127 -0.730 -1.034  -0.40
N 1.912 -0.071 -0.741  -0.65
C 0.973 -0.420 0.278  -0.21
C -0.033 0.584 0.802  -0.40
C -1.183 1.206 0.112  -0.41
C -2.313 0.195 -0.394  -0.21
N -2.522 -0.735 0.740  -0.88
H 4.104 -0.157 -0.886  0.19
H 3.076 -1.125 -2.108  0.18
H 3.211 -1.625 -0.375  0.19
H 1.944 0.944 -0.837  0.36
H 1.487 -0.766 1.201  0.16
H 0.270 -1.193 0.093  0.19
H 0.507 1.476 1.105  0.19
H -0.485 0.242 1.756  0.22
H -0.824 1.672 -0.840  0.20
H -1.780 1.920 0.682  0.21
H -3.365 0.782 -0.560  0.15
H -2.237 -0.445 -1.307  0.20
H -2.663 -0.266 1.638  0.35
H -3.205 -1.490 0.675  0.37

(3)
Here is a gas-phase ion, C7H13N2O4 (charge +1) from the Open Molecules 2025 dataset. Energies are from ωB97M-V with the def2-TZVPD basis set.

The spin multiplicity is 3. The value obtained for the largest force on an atom is 6.60 eV Å⁻¹. As for the charge: +1. Its LUMO energy (alpha / beta) is -2.9 / -6.6 eV. Its gap between HOMO and LUMO (alpha / beta) is 7.21 / 8.03 eV. For the total energy, the calculation gives -684.59032 Eh. The calculation puts the energy above the lowest of the compared OMol25 structures with the same formula, charge and spin at 0.2012 eV.

Each line ends with the Mulliken spin population.
CARTESIAN COORDINATES (ANGSTROEM)
C 0.351 -1.071 -0.935  0.68
C 1.432 1.018 0.922  0.00
C -1.680 0.339 -0.807  0.03
C -0.488 -0.196 -0.018  0.11
C -0.380 2.464 -0.082  0.00
C -0.113 -2.562 -0.866  0.13
C 2.077 -0.153 1.517  0.01
N 0.247 0.962 0.418  0.01
N -1.141 1.592 -1.382  0.00
O 1.261 -0.741 -1.657  0.92
O 2.067 2.162 0.991  0.01
O 0.428 3.249 -0.555  0.00
O -1.349 2.767 0.798  0.00
H -1.964 -0.315 -1.692  0.00
H -2.590 0.718 -0.307  0.02
H -0.775 -0.898 0.785  0.02
H 0.574 -3.228 -0.307  0.03
H 0.066 -2.943 -1.891  0.01
H -1.106 -2.646 -0.555  0.01
H 2.565 -0.846 0.753  0.00
H 1.229 -0.795 2.018  0.00
H 2.852 0.124 2.172  0.00
H -0.452 1.308 -2.049  0.00
H -2.013 2.117 -1.790  0.00
H 1.440 2.947 0.680  0.00
H -1.408 3.706 0.927  0.00

(4)
Here is a molecular structure, C33H33AsNP2S4SbTeW from the Open Molecules 2025 dataset. Energies are from ωB97M-V with the def2-TZVPD basis set.

The spin multiplicity is 3. The value obtained for the largest force on an atom is 4.21 eV Å⁻¹. Its LUMO energy (alpha / beta) is -2.0 / -3.1 eV. Its gap between HOMO and LUMO (alpha / beta) is 5.34 / 3.96 eV. For the total energy, the calculation gives -6418.37418 Eh. The calculation puts the energy above the lowest of the compared OMol25 structures with the same formula, charge and spin at 5.6501 eV.

Each line ends with the Mulliken spin population.
CARTESIAN COORDINATES (ANGSTROEM)
W 0.189 0.239 -2.380  0.00
Te 0.945 3.828 0.053  0.34
C 1.550 4.209 2.118  -0.01
C 0.959 5.307 2.704  0.01
C 1.415 5.636 3.993  0.00
N 2.295 4.960 4.678  0.01
C 2.924 3.907 4.124  -0.01
C 2.634 3.524 2.805  0.00
C 0.121 0.035 -0.225  0.33
P -0.426 -1.457 0.424  0.10
C 1.086 -2.514 0.347  0.03
C 0.872 -3.897 0.390  0.02
C 1.945 -4.759 0.683  0.00
C 3.195 -4.233 0.979  0.00
C 3.390 -2.841 0.985  0.00
C 2.345 -1.964 0.682  0.01
C -0.721 -1.441 2.231  0.05
C -0.491 -0.300 2.940  0.01
C -0.974 -0.145 4.222  0.00
C -1.817 -1.096 4.798  0.01
C -2.102 -2.247 4.048  0.00
C -1.517 -2.464 2.800  0.01
P -0.641 1.602 -0.380  -0.05
C -2.104 1.567 0.708  -0.01
C -3.321 0.895 0.276  0.01
C -4.459 1.027 1.030  -0.01
C -4.579 2.022 2.005  0.01
C -3.352 2.513 2.559  0.00
C -2.168 2.248 1.889  0.00
C 2.007 1.082 -2.838  0.01
C 3.224 0.433 -2.477  0.06
C 4.345 1.241 -2.355  -0.01
C 4.230 2.609 -2.496  0.04
C 3.106 3.203 -3.016  -0.01
C 1.997 2.425 -3.283  0.03
H 0.149 5.847 2.200  0.00
H 1.019 6.434 4.529  0.00
H 3.695 3.427 4.787  0.00
H 2.917 2.495 2.465  0.00
H -0.146 -4.319 0.240  0.00
H 1.721 -5.814 0.643  0.00
H 4.032 -4.904 1.082  0.00
H 4.456 -2.471 0.992  0.00
H 2.447 -0.846 0.617  0.00
H 0.140 0.423 2.444  0.00
H -0.685 0.785 4.691  0.00
H -2.282 -1.041 5.748  0.00
H -2.797 -2.996 4.425  0.00
H -1.644 -3.406 2.202  -0.01
H -3.268 0.166 -0.506  0.00
H -5.245 0.284 0.903  0.00
H -5.533 2.440 2.268  0.00
H -3.354 3.201 3.315  0.00
H -1.225 2.643 2.368  0.00
H 3.389 -0.658 -2.545  0.00
H 5.272 0.866 -1.925  0.00
H 5.086 3.259 -2.324  0.00
H 3.051 4.236 -3.291  0.00
H 1.113 2.992 -3.611  0.00
S 3.814 -0.635 -5.535  0.20
Sb 1.416 -0.817 -5.211  0.08
S -1.272 1.435 -3.469  -0.04
S 1.009 -1.768 -2.904  0.07
S 0.367 -2.814 -6.052  0.69
C -3.683 -1.832 -2.244  0.00
As -1.872 -1.903 -3.250  -0.01
C -1.603 -3.820 -2.746  0.01
C -2.444 -2.077 -5.065  0.04
H -4.423 -2.495 -2.679  0.00
H -3.955 -0.801 -2.458  0.00
H -3.502 -1.937 -1.191  0.00
H -2.485 -4.409 -3.068  0.00
H -1.589 -3.909 -1.679  -0.01
H -0.696 -4.121 -3.163  0.00
H -1.963 -1.260 -5.618  -0.01
H -3.546 -1.957 -5.134  0.00
H -1.985 -3.073 -5.273  -0.01

(5)
Here is a molecular structure, C29H26BrN4Ru from the Open Molecules 2025 dataset. Energies are from ωB97M-V with the def2-TZVPD basis set.

The value obtained for the largest force on an atom is 3.96 eV Å⁻¹. As for the charge: +3. Its LUMO energy (alpha / beta) is -12.1 / -12.1 eV. Its gap between HOMO and LUMO (alpha / beta) is 5.16 / 5.24 eV. For the total energy, the calculation gives -4007.66558 Eh.

Each line ends with the natural charge from an NBO analysis.
CARTESIAN COORDINATES (ANGSTROEM)
Ru 0.110 -0.203 0.106  0.79
C 1.843 0.054 2.549  -0.23
C 1.071 1.276 3.006  -0.47
C 0.672 2.261 1.941  0.25
C 0.603 3.599 2.312  -0.22
C 0.242 4.566 1.397  -0.09
C -0.035 4.166 0.098  -0.22
C 0.047 2.830 -0.212  0.04
N 0.382 1.869 0.684  -0.46
N 1.000 -0.989 1.918  -0.37
C -0.057 -1.502 2.816  -0.28
C -1.355 -0.787 2.637  0.22
C -2.365 -0.899 3.575  -0.22
C -3.581 -0.282 3.334  -0.08
C -3.747 0.464 2.173  -0.22
C -2.696 0.551 1.289  0.06
N -1.529 -0.081 1.506  -0.42
C 1.844 -2.131 1.478  -0.26
C 1.097 -2.947 0.456  0.20
C 1.313 -4.302 0.303  -0.21
C 0.596 -4.997 -0.660  -0.08
C -0.336 -4.312 -1.423  -0.22
C -0.492 -2.957 -1.228  0.08
N 0.217 -2.277 -0.312  -0.46
H 2.352 -0.378 3.415  0.24
H 2.607 0.348 1.830  0.23
H 1.710 1.805 3.711  0.28
H 0.180 0.992 3.572  0.24
H 0.843 3.873 3.331  0.25
H 0.195 5.609 1.681  0.26
H -0.313 4.879 -0.666  0.26
H -0.156 2.511 -1.218  0.21
H 0.272 -1.457 3.857  0.25
H -0.236 -2.554 2.590  0.26
H -2.201 -1.467 4.482  0.26
H -4.391 -0.371 4.047  0.27
H -4.676 0.975 1.957  0.27
H -2.767 1.149 0.391  0.22
H 2.132 -2.754 2.327  0.25
H 2.763 -1.744 1.039  0.24
H 2.041 -4.804 0.927  0.26
H 0.762 -6.057 -0.807  0.27
H -0.937 -4.821 -2.165  0.27
H -1.203 -2.392 -1.814  0.21
Br 2.769 0.019 -1.171  0.26
C 2.014 0.514 -2.825  -0.04
C 2.850 0.798 -3.893  -0.16
C 2.288 1.197 -5.100  -0.15
C 0.912 1.321 -5.215  -0.07
C 0.072 1.009 -4.136  -0.13
C -1.337 1.103 -4.255  0.05
C -2.182 0.717 -3.216  -0.27
C -1.630 0.268 -2.029  -0.07
C -0.227 0.242 -1.827  -0.02
C 0.636 0.577 -2.903  -0.09
H 3.924 0.711 -3.792  0.27
H 2.929 1.421 -5.942  0.27
H 0.468 1.654 -6.146  0.26
H -1.758 1.466 -5.187  0.26
H -3.255 0.740 -3.347  0.27
H -2.294 -0.068 -1.243  0.23